Record 1
Below is a structure of composition C16H18N11OOsS, with properties calculated with wB97M-V/def2-TZVPD.

total charge	+3
HOMO energy (alpha / beta)	-16.39 / -16.40	eV
energy relative to the best compared isomer or geometry (same formula, charge and spin)	0.0	kJ/mol
multiplicity	5
LUMO level (alpha / beta)	-8.6 / -12.1	eV

```
48
Properties=species:S:1:pos:R:3:forces:R:3
S 3.12584 -1.42425 -0.54343 0.0 0.1 0.0
H 5.87057 0.90725 -1.06845 0.0 0.0 0.0
H -2.17855 1.27447 -1.23885 0.0 0.0 0.0
H 5.60737 -2.52569 -0.35088 0.0 0.0 0.0
C 4.71825 -0.75234 -0.72691 0.0 0.0 0.0
C 2.60771 0.15543 -4.57740 -0.3 0.3 -0.2
N -2.80796 0.13693 5.14753 0.2 0.2 -0.2
C 0.02686 0.83099 2.19207 0.0 0.1 0.0
C -2.45318 1.12677 1.81453 0.1 0.0 -0.2
H 6.70755 -1.21256 -0.54146 0.0 0.0 0.0
C 1.32100 1.40345 -6.33872 -0.3 0.1 -0.1
C -4.66086 -1.54002 5.24969 0.2 0.1 -0.1
H -4.82437 -1.03250 1.32870 0.0 0.0 0.0
H -2.46237 2.18647 2.06754 0.0 0.0 0.0
N 0.61211 0.38368 0.09024 -0.3 0.1 0.1
N 3.37009 -0.42568 -5.48132 0.1 -0.1 -0.1
C 0.90750 1.47321 -3.86146 0.2 -0.2 -0.1
N 4.93049 0.53560 -1.00889 -0.1 0.0 0.0
C -1.67154 0.33482 -1.01240 0.0 0.0 0.0
C -4.76966 -1.19132 2.39742 -0.3 -0.2 0.0
C -5.64447 -2.04540 3.03364 0.1 0.1 -0.4
C -3.82063 -0.51644 3.22201 0.3 0.5 -0.2
N -2.28493 0.78728 4.21368 0.0 -0.2 0.4
N 0.68870 1.47313 -2.71224 -0.5 0.5 -0.1
C 1.07673 0.58740 1.38895 0.0 -0.1 -0.1
H 4.04881 -1.11809 -5.20510 0.0 0.0 0.0
H -6.31178 -2.89599 4.89693 0.0 0.0 0.0
H -4.64669 -1.68050 6.32291 0.0 0.0 0.0
N 3.86347 1.43634 -1.16554 0.1 0.0 0.1
N 5.75172 -1.54284 -0.53449 0.0 0.0 0.0
C -3.78946 -0.69797 4.61452 -0.2 -0.2 0.4
H 3.25403 -0.22648 -6.46621 0.0 0.0 0.0
C -0.72522 0.49516 0.12148 0.2 -0.1 -0.1
H -2.41991 -0.42532 -0.78371 0.0 0.0 0.0
N -1.10218 0.75728 1.38572 -0.1 0.1 0.2
H -1.14734 0.01876 -1.90880 0.0 0.0 0.0
Os 1.80285 0.19205 -1.56710 0.5 -0.5 -0.1
H 3.84649 2.08085 -0.37635 0.0 0.0 0.0
C 1.58112 1.08259 -4.98652 0.3 -0.2 0.2
N -2.87528 0.40303 2.99288 -0.3 -0.4 0.0
H -6.38430 -2.57314 2.44772 0.0 0.0 0.0
H 2.12020 0.52415 1.64028 0.0 0.0 0.0
C -5.60601 -2.22737 4.42128 0.0 0.0 0.1
O 2.81479 -0.12852 -3.32443 0.0 -0.1 0.2
H 4.02048 1.97527 -2.01463 0.0 0.0 0.0
H -0.03476 1.05379 3.24344 0.0 0.0 0.0
H -3.15643 0.94157 1.00841 0.0 0.0 0.0
N 1.10320 1.62469 -7.44629 0.1 0.0 0.1
```
Positions in Å, forces in eV/Å.

Atom charges from the Löwdin analysis, given in e for atoms 1 to 5: S 0.7000; H 0.1824; H 0.1119; H 0.1340; C -0.7229

Record 2
Below is a cluster of 2 separate species, C3H3IN2O in total, with properties calculated with wB97M-V/def2-TZVPD.

total charge	0
SMILES string	[O-][N+]#CCI.C#N
HOMO energy	-9.27	eV
energy relative to the best compared isomer or geometry (same formula, charge and spin)	319.2	kJ/mol
LUMO level	-0.1	eV

```
10
Properties=species:S:1:pos:R:3:forces:R:3
H 0.52289 -0.97315 0.03844 1.8 0.5 -0.8
H 0.94575 -0.53796 -1.60325 0.7 -0.7 -0.7
N 0.31844 2.01959 -0.33698 2.3 -2.3 -0.3
I 3.39017 -0.88116 -0.18524 -1.4 0.3 -0.3
C 0.89562 1.00813 -0.37163 -0.5 0.9 0.4
C -2.49910 -1.22083 1.08950 -1.1 0.4 1.3
H -3.29180 -1.14629 1.78822 -0.5 -0.4 0.0
O -0.01854 3.15342 -0.35132 -1.3 1.8 0.2
C 1.27139 -0.36971 -0.59389 -1.5 -0.6 1.4
N -1.53483 -1.05204 0.52616 1.4 -0.1 -1.2
```
Positions in Å, forces in eV/Å.

Atom charges from the Löwdin analysis, given in e for atoms 1 to 5: H 0.0236; H 0.0474; N -0.1438; I 0.6837; C -0.1270

Record 3
Below is the ion C4H8N3S with charge +1, with properties calculated with wB97M-V/def2-TZVPD.

total charge	+1
HOMO energy	-12.33	eV
energy relative to the best compared isomer or geometry (same formula, charge and spin)	384.8	kJ/mol
LUMO level	-4.0	eV

```
16
Properties=species:S:1:pos:R:3:forces:R:3
H -2.62854 1.05130 -0.07125 2.5 -0.6 0.8
H -0.91327 2.47115 -0.84681 0.3 -0.1 -0.5
C -0.62556 1.50133 -0.45642 -0.6 -0.3 0.7
H 1.76376 -1.95304 -0.12793 -0.6 0.7 1.2
C -1.20428 -0.38861 0.81350 -1.2 -2.1 0.2
C 0.34159 -0.62155 0.67683 -2.6 1.1 -2.0
S 3.04293 1.07539 -1.25541 0.2 -0.4 0.1
H -1.49163 -0.41077 1.91572 0.5 0.4 -1.3
H 3.67068 1.91270 -2.10806 -0.3 0.2 0.3
H -1.87923 -1.16050 0.33319 1.4 0.0 0.6
H 0.72269 -0.48816 1.61669 2.0 0.9 1.9
C 1.56520 1.85337 -1.12716 -1.4 -1.3 0.4
N 0.78720 -1.63611 -0.00795 0.4 -2.6 -4.1
N 0.59645 1.00077 -0.46460 0.3 1.4 0.7
H 0.36206 -1.81187 -0.97548 0.3 0.4 2.1
N -1.59634 0.80559 0.14554 -1.1 2.4 -1.2
```
Positions in Å, forces in eV/Å.

Atom charges from the Löwdin analysis, given in e for atoms 1 to 5: H 0.2176; H 0.1539; C -0.1390; H 0.1418; C -0.1163

Record 4
Below is a structure of composition C16H19N3S4Tl, with properties calculated with wB97M-V/def2-TZVPD.

total charge	+1
HOMO energy	-10.78	eV
LUMO level	-2.5	eV

```
43
Properties=species:S:1:pos:R:3:forces:R:3
Tl 0.63899 0.21567 -2.18713 0.3 0.6 -0.3
C 2.57307 1.14098 1.83587 0.8 -0.8 1.1
C 1.47745 1.93001 1.60122 0.6 1.1 -0.1
C -1.36261 3.21457 -0.09450 -1.3 0.9 -1.7
N -1.65582 2.49262 -1.28540 -0.4 0.9 1.1
C -2.21897 4.27318 0.16162 0.2 -1.2 0.1
N 0.09119 3.62768 1.83900 0.2 0.3 -0.3
C 0.79340 -4.01256 -1.74084 1.3 -1.3 0.5
H 1.87624 -2.66347 1.02001 -0.9 0.4 -0.6
H 3.72538 2.62741 4.64621 0.3 0.4 0.5
H -2.88768 -2.72402 -0.39355 0.4 0.2 -0.4
H -0.28598 -1.56676 1.55110 -0.2 -0.3 0.2
C -2.75113 2.96675 -1.80335 -0.6 0.1 0.3
H -0.29641 4.54268 2.05591 0.2 -0.5 0.0
H -2.19820 4.96306 0.99257 0.0 -0.1 -0.1
H 1.78507 4.19074 4.17887 0.2 -0.5 -0.4
C 1.31639 -2.05047 0.25546 0.1 -0.1 1.1
H 1.72106 -1.03147 0.41401 -0.3 -0.5 -0.4
C 3.11393 2.49866 3.78466 -1.4 0.3 -0.8
C -2.51347 -2.05686 -1.19438 -1.8 0.6 0.7
C 2.01776 3.34535 3.51186 0.6 0.6 1.1
H 1.47382 -4.90582 -1.75098 -0.6 0.7 0.0
H 0.14557 -4.17181 -0.86593 -0.2 0.1 -0.6
S -0.73583 -2.38161 -3.30894 -0.6 0.6 -1.3
S 1.85714 -2.57888 -1.38356 0.0 0.1 -0.1
C -0.22183 -2.01526 0.56237 1.7 -0.8 0.3
C 1.24398 3.07683 2.41027 -0.9 -1.2 -1.0
H -0.61516 -3.02698 0.55357 -0.2 0.0 0.4
C -2.31665 -2.75222 -2.52695 0.4 -0.5 -0.5
C -0.21922 2.90079 0.70350 2.1 -1.5 1.0
H -3.08683 -2.44226 -3.23904 0.1 0.0 0.2
H -0.61877 -4.69282 -3.29033 0.5 0.1 0.3
H -3.27517 2.58230 -2.69342 0.6 0.1 0.5
S -3.52653 4.28436 -0.93026 0.9 -0.6 -0.6
H 4.19820 0.77518 3.21203 0.2 -0.2 -0.1
H -2.38891 -3.84415 -2.44432 0.0 0.3 0.1
H 0.86842 -3.99277 -3.92788 -0.3 0.2 0.6
N 0.61962 1.85728 0.52941 -1.9 1.4 0.1
H 2.72641 0.25680 1.21995 0.3 0.4 0.2
C 0.13127 -3.90448 -3.09964 0.0 -0.7 -0.4
S -1.21942 -1.01926 -0.49037 -1.0 1.0 -0.1
C 3.37443 1.41551 2.95982 -0.5 -0.2 -0.9
H -3.37421 -1.34449 -1.34852 1.0 -0.4 0.4
```
Positions in Å, forces in eV/Å.

Atom charges from the Löwdin analysis, given in e for atoms 1 to 5: Tl 0.6797; C -0.0152; C -0.2546; C -0.2964; N 0.0210

Record 5
Below is a cluster of 4 separate species, C24H29N2O6 in total, with properties calculated with wB97M-V/def2-TZVPD.

total charge	+1
HOMO energy	-10.06	eV
energy relative to the best compared isomer or geometry (same formula, charge and spin)	0.0	kJ/mol
LUMO level	-2.4	eV

```
61
Properties=species:S:1:pos:R:3:forces:R:3
H -1.95334 -0.74914 0.57438 1.5 -0.1 0.0
H 0.86104 4.53416 -4.56143 0.5 2.4 -0.4
C -1.07451 -0.92887 3.53396 -5.2 -3.0 4.2
H -3.24423 2.60355 -3.91218 1.5 1.2 -0.3
C -0.38311 -4.38145 0.62843 -1.7 1.2 0.7
H -1.23685 -4.63877 3.11306 -1.6 -0.9 -0.8
H 2.08335 -3.58785 2.79661 1.4 0.4 2.8
H -1.86376 3.94299 -3.70298 -0.9 -1.8 0.5
C 2.80653 1.31341 -2.07545 -2.2 0.7 -4.1
H 3.95725 1.00507 0.11846 -0.1 2.8 -0.8
H -3.84128 0.89065 -2.51683 2.6 0.7 1.6
O 3.94898 2.01833 -0.10788 0.6 -3.1 1.3
C 1.65545 -3.77336 -0.57964 -2.3 -1.0 4.6
C -2.12539 2.82153 -3.75665 -3.8 2.5 1.6
C 0.26379 -4.15173 -0.57209 3.0 0.7 3.9
H -0.54752 1.32278 0.33288 -0.3 -1.0 0.0
H 2.18721 1.68999 2.05456 -1.5 -3.3 0.2
C -0.95718 2.31339 -1.58361 -0.5 -2.4 1.4
C 1.90777 1.83065 -3.25090 2.1 0.1 2.2
H -2.87234 -1.29002 5.61369 1.1 0.9 -0.8
C -0.03935 -0.67481 2.79231 5.8 -0.8 -3.9
C 0.28491 -4.10062 1.87774 -1.9 -2.3 -0.1
C -2.85055 1.25381 -1.97302 -0.7 -1.0 -1.9
H -1.68851 2.55556 -4.65629 1.8 -1.8 -1.0
H -4.10037 -1.57218 -1.52805 1.2 0.8 -0.3
H 3.36589 -3.32532 0.64894 -0.3 0.0 0.1
C -1.44620 -0.17832 4.70466 3.3 0.9 -2.9
C 1.74542 3.24062 -3.41107 0.4 -2.0 1.7
H -3.37002 -2.47378 -0.44079 -0.2 -1.3 2.1
O -0.39062 -4.25775 3.09867 2.8 1.4 -0.3
H -3.44241 -0.23877 0.51193 -2.1 1.3 1.1
C 3.13533 3.72171 -1.47168 -1.8 -0.5 2.3
H -2.27710 -2.02844 -1.53435 0.1 0.2 -1.1
H -1.55195 -4.53749 0.60987 2.5 0.1 0.2
O -2.51227 -0.39080 5.42655 -2.6 -0.5 2.0
H 2.81456 -4.50240 -1.89826 -0.5 0.9 0.2
H 2.06567 5.18234 -2.54130 -0.6 2.4 -0.2
C -1.15843 1.33316 -0.56159 5.6 6.2 -1.3
H 3.14761 0.24994 -2.01828 -0.8 1.0 0.1
O 2.27688 -3.69791 -1.72102 2.2 -0.2 -3.3
N -2.21410 0.75767 -0.90447 -6.6 -5.6 1.2
C -0.60889 0.91690 4.92254 2.4 2.4 -1.1
H -0.12544 2.89967 -1.80490 1.0 1.0 -0.1
H 0.40855 -1.53379 2.13912 -1.2 1.8 0.7
H -0.20703 -4.14242 -1.45194 -1.9 -0.5 -3.3
C -3.11603 -1.62939 -0.99281 -0.4 0.5 -1.1
H 3.31622 4.36322 -0.48060 0.2 -1.3 -2.7
O 1.79216 0.71071 1.99335 1.8 2.4 -0.8
C 0.84968 0.43870 2.91813 -2.1 3.4 4.0
C 0.56632 1.36356 4.06535 -2.3 -3.6 -1.0
H 1.06601 2.34053 4.35546 -0.5 -1.6 -0.7
C -2.67864 -0.45748 -0.14291 -0.3 -0.5 -1.1
C 1.63611 -3.86962 1.93569 -0.8 1.3 -5.2
H -0.72556 1.71163 5.66795 -0.7 -0.9 0.3
C 3.29415 2.27246 -1.26668 0.4 2.5 0.7
O 0.83821 3.64393 -4.32614 -1.0 -2.3 -0.5
H 1.41947 1.05725 -3.89851 0.6 1.2 0.5
C 2.26792 4.18338 -2.45935 1.9 -3.9 0.1
H -1.68956 -1.94435 3.46759 1.5 2.1 -0.4
C 2.30095 -3.56753 0.66250 -1.0 -1.3 0.4
N -1.97084 2.14108 -2.46073 0.5 0.8 -0.9
```
Positions in Å, forces in eV/Å.

Atom charges from the Löwdin analysis, given in e for atoms 1 to 5: H 0.0996; H 0.0818; C -0.0730; H 0.1175; C -0.0162

Record 6
Below is a structure of composition C8H13ClCrNOPS5, with properties calculated with wB97M-V/def2-TZVPD.

total charge	-1
HOMO energy (alpha / beta)	-3.24 / -3.43	eV
energy relative to the best compared isomer or geometry (same formula, charge and spin)	140.3	kJ/mol
multiplicity	4
LUMO level (alpha / beta)	2.6 / 2.6	eV

```
31
Properties=species:S:1:pos:R:3:forces:R:3
H 6.41782 5.83174 8.73159 -0.7 0.5 0.4
S 12.30506 3.89203 9.39906 -0.3 -0.6 -1.1
H 10.05871 6.00683 4.34650 -0.1 0.1 0.4
H 11.15042 9.23125 6.43685 0.1 0.2 0.2
C 5.50140 6.98241 10.40477 -1.8 1.0 0.5
H 11.42716 8.17792 4.97804 -0.4 0.4 0.8
S 9.70771 4.25989 11.39265 -0.3 -0.2 -0.4
C 10.40300 5.71821 5.35471 -0.7 -1.0 0.4
H 8.12961 7.49824 5.08544 -0.1 0.5 0.8
P 10.00284 7.04968 6.55086 -0.4 -0.4 -0.5
C 8.06599 7.24053 11.07410 0.9 0.0 -0.4
H 8.08906 8.49550 6.68436 -0.2 1.0 0.0
Cl 3.88787 6.45714 10.07711 -0.6 0.1 -0.3
S 7.90576 4.53614 7.49925 0.1 -0.2 0.2
Cr 9.40582 5.23069 9.05855 -1.3 1.0 0.8
H 9.91492 4.72497 5.65393 0.8 1.6 -0.4
S 10.54648 3.71993 8.01466 1.8 -1.4 0.0
H 11.49252 5.66141 5.29574 -0.1 -0.3 0.2
H 9.11057 7.26926 11.37989 -0.2 -0.1 -0.1
O 10.11116 6.83211 8.04734 0.2 0.0 -0.2
H 7.54520 8.50645 12.64799 -0.7 -0.2 -0.5
H 12.25060 7.72032 6.44983 -1.2 1.0 0.0
C 6.47962 6.50519 9.62370 3.3 -2.7 -1.8
H 4.89283 8.16860 11.96972 -1.2 1.1 1.3
S 11.38415 5.17068 10.65844 -0.2 0.8 0.6
C 8.31616 7.58695 6.17963 1.8 -0.1 -1.5
C 5.71796 7.84113 11.44563 4.7 -1.3 -0.2
H 7.85580 6.78418 6.68320 -1.2 -1.2 0.5
C 11.28515 8.21828 6.08864 1.6 -1.1 -1.0
C 7.14502 7.93760 11.79197 -2.6 1.0 0.8
N 7.78092 6.53861 9.97445 -0.7 0.8 0.3
```
Positions in Å, forces in eV/Å.

Atom charges from the Löwdin analysis, given in e for atoms 1 to 5: H 0.0051; S -0.0549; H 0.0494; H 0.0378; C -0.6829